A molecular structure, C31H51F3FeO31 at a distorted geometry, computed with ωB97M-V/def2-TZVPD.

Results
**Expectation value of S²**: 8.76
**Highest occupied orbital energy (spin up / spin down)**: -12.146 / -12.233 eV
**LUMO energy (spin up / spin down)**: -0.0591 / -0.1293 Eh
**Total charge**: +1
**Multiplicity**: 6

Geometry (Å):
Fe (17.361, -0.857, 41.173)
C (15.029, 0.454, 38.168)
C (15.728, -0.174, 39.343)
O (15.901, 0.434, 40.442)
O (16.290, -1.304, 39.419)
H (15.894, 0.895, 37.666)
H (14.253, 1.182, 38.379)
H (14.564, -0.296, 37.532)
C (19.904, -3.936, 41.982)
C (18.921, -2.817, 41.809)
O (17.894, -2.858, 41.077)
O (19.037, -1.663, 42.302)
H (19.839, -4.436, 42.949)
H (20.926, -3.560, 41.928)
H (19.798, -4.713, 41.228)
C (15.864, -3.153, 34.913)
C (16.588, -1.811, 35.088)
O (17.381, -1.719, 33.942)
C (17.507, -2.936, 33.361)
O (18.100, -3.186, 32.363)
O (16.786, -3.822, 34.065)
F (17.322, -1.810, 36.243)
H (14.876, -2.974, 34.493)
H (15.851, -3.621, 35.894)
H (15.889, -0.976, 35.130)
C (10.790, 0.618, 34.662)
C (10.952, 0.599, 36.184)
O (12.252, 1.107, 36.305)
C (12.962, 0.722, 35.232)
O (14.141, 0.841, 35.099)
O (12.106, 0.349, 34.245)
F (10.910, -0.678, 36.647)
H (10.358, 1.564, 34.325)
H (10.080, -0.144, 34.342)
H (10.142, 1.159, 36.650)
C (16.526, 4.702, 37.158)
C (16.602, 5.620, 38.376)
O (17.574, 5.027, 39.167)
C (17.632, 3.711, 38.890)
O (18.182, 2.888, 39.551)
O (16.838, 3.441, 37.821)
F (15.414, 5.770, 39.003)
H (17.329, 4.887, 36.449)
H (15.525, 4.749, 36.738)
H (16.967, 6.594, 38.052)
C (16.719, -2.888, 44.856)
O (15.489, -2.170, 44.747)
C (15.273, -1.481, 43.646)
O (16.048, -1.195, 42.769)
O (14.107, -0.868, 43.689)
C (13.099, -1.059, 44.659)
H (16.753, -3.527, 45.735)
H (17.512, -2.164, 45.065)
H (17.016, -3.446, 43.971)
H (12.790, -2.098, 44.772)
H (12.259, -0.434, 44.368)
H (13.482, -0.708, 45.620)
C (11.551, 5.009, 33.884)
O (11.574, 3.925, 34.811)
C (12.455, 4.035, 35.806)
O (13.248, 4.924, 36.032)
O (12.267, 3.027, 36.629)
C (12.988, 2.923, 37.853)
H (12.358, 5.724, 34.025)
H (10.617, 5.564, 33.964)
H (11.609, 4.545, 32.900)
H (14.049, 2.724, 37.708)
H (12.548, 2.127, 38.446)
H (12.866, 3.851, 38.410)
C (12.686, 0.670, 41.286)
O (12.434, 2.042, 40.999)
C (12.240, 2.919, 41.965)
O (12.029, 2.639, 43.126)
O (12.121, 4.114, 41.427)
C (11.977, 5.290, 42.190)
H (12.120, 0.368, 42.166)
H (13.750, 0.617, 41.514)
H (12.391, 0.100, 40.410)
H (12.261, 6.179, 41.634)
H (12.552, 5.307, 43.117)
H (10.927, 5.386, 42.471)
C (16.340, 2.994, 42.840)
O (17.751, 2.916, 43.156)
C (18.342, 1.749, 42.927)
O (17.894, 0.825, 42.315)
O (19.592, 1.761, 43.382)
C (19.914, 2.536, 44.531)
H (15.946, 3.897, 43.292)
H (15.873, 2.094, 43.240)
H (16.313, 2.997, 41.750)
H (20.951, 2.337, 44.785)
H (19.240, 2.294, 45.353)
H (19.806, 3.611, 44.377)
C (19.382, 0.300, 37.192)
O (20.270, 0.313, 38.307)
C (19.870, 0.227, 39.522)
O (18.764, -0.052, 39.942)
O (20.860, 0.324, 40.413)
C (22.205, 0.638, 40.034)
H (18.666, 1.116, 37.264)
H (18.863, -0.655, 37.097)
H (19.947, 0.378, 36.266)
H (22.138, 1.534, 39.416)
H (22.648, -0.135, 39.405)
H (22.715, 0.739, 40.986)
C (11.078, -5.363, 35.582)
O (11.983, -4.467, 36.222)
C (12.385, -3.338, 35.639)
O (12.107, -2.960, 34.542)
O (13.184, -2.638, 36.453)
C (13.325, -2.873, 37.845)
H (10.876, -6.192, 36.249)
H (11.344, -5.715, 34.584)
H (10.220, -4.705, 35.408)
H (13.961, -3.744, 38.014)
H (12.414, -3.222, 38.341)
H (13.620, -1.983, 38.389)